# 1
{"formula": "C32H31N3O6OsS4", "method": "ωB97M-V/def2-TZVPD", "fmax_ev_per_a": 8.62, "e_homo_ev": [-0.87, -0.37], "spin_multiplicity": 5, "e_tot_ev": -96234.408, "charge": -2, "e_lumo_ha": [0.11301, 0.08043], "species": ["Os", "S", "C", "C", "C", "C", "N", "C", "C", "C", "S", "C", "N", "H", "H", "O", "S", "O", "O", "C", "C", "C", "C", "C", "C", "S", "O", "O", "O", "H", "H", "H", "H", "H", "C", "C", "C", "C", "C", "C", "C", "C", "N", "C", "C", "C", "C", "C", "C", "C", "C", "C", "C", "H", "H", "H", "H", "H", "H", "H", "H", "H", "H", "H", "H", "H", "H", "H", "H", "H", "H", "H", "H", "H", "H", "H", "H"], "coordinates": [[-1.69, -3.49, 0.97], [-3.08, -5.26, 1.62], [-3.11, -6.35, 0.12], [-4.19, -7.19, -0.14], [-4.03, -8.32, -1.03], [-5.16, -9.19, -1.08], [-5.99, -9.96, -1.20], [-2.99, -8.36, -1.86], [-1.96, -7.27, -1.81], [-2.12, -6.16, -0.93], [-1.29, -4.66, -0.89], [-2.63, -9.38, -2.76], [-2.21, -10.08, -3.54], [-5.01, -7.26, 0.51], [-0.94, -7.34, -2.24], [-1.98, -2.24, 5.03], [-1.63, -1.53, 3.77], [-0.54, -0.56, 3.85], [-1.19, -2.56, 2.66], [-3.02, -0.62, 3.24], [-3.95, -0.40, 4.27], [-4.93, 0.47, 4.05], [-5.18, 1.08, 2.82], [-4.29, 0.81, 1.78], [-3.27, -0.09, 1.96], [-2.09, -0.31, 0.58], [-2.62, 0.39, -0.45], [-0.80, -0.08, 1.03], [-2.23, -1.78, 0.02], [-3.84, -0.93, 5.13], [-5.57, 0.77, 4.90], [-6.07, 1.70, 2.75], [-4.43, 1.24, 0.75], [1.44, 0.84, -0.29], [6.12, 3.44, 2.02], [4.85, 2.77, 2.02], [4.19, 2.39, 3.19], [2.88, 1.82, 3.19], [2.28, 1.14, 4.30], [2.16, 1.62, 1.97], [2.85, 1.91, 0.78], [4.14, 2.57, 0.83], [2.29, 1.49, -0.45], [1.89, 2.30, -1.68], [2.28, 1.42, -2.88], [1.74, 2.10, -4.22], [0.34, 2.22, -4.11], [-0.13, 3.08, -2.92], [0.47, 4.57, -3.04], [2.02, 4.32, -3.08], [2.39, 3.50, -4.32], [2.32, 3.90, -1.77], [0.35, 2.53, -1.56], [7.09, 3.27, 2.81], [6.24, 4.41, 2.70], [6.52, 3.58, 0.99], [4.65, 2.60, 4.07], [2.08, 0.10, 4.14], [1.24, 1.46, 4.51], [2.93, 1.12, 5.23], [1.13, 1.26, 1.82], [4.40, 2.79, -0.22], [1.79, 0.43, -2.90], [3.32, 1.15, -2.78], [1.93, 1.25, -5.32], [-0.46, 0.98, -4.20], [0.00, 2.80, -5.07], [-1.24, 3.09, -3.08], [-0.05, 5.23, -2.01], [0.22, 5.07, -3.81], [2.40, 5.59, -3.77], [3.72, 3.18, -4.50], [1.90, 3.70, -5.46], [2.04, 4.46, -0.85], [5.12, 3.62, -2.01], [0.07, 0.94, -1.54], [0.16, 2.90, -0.61]], "mulliken_charge": [1.505, -0.388, 0.049, -0.935, 0.681, -0.008, -0.499, 0.688, -0.757, 0.344, -0.271, 0.012, -0.509, 0.501, 0.316, -0.730, 1.122, -0.477, -0.512, -0.104, -1.112, -0.290, -0.633, -0.322, 0.014, 1.250, -0.650, -0.478, -0.856, 0.747, 0.296, 0.384, 0.446, 0.135, -1.380, 0.709, -1.011, 0.526, -1.218, -0.601, 0.863, -0.812, -0.096, 0.106, -1.301, 0.005, -0.806, 0.243, -1.462, 0.119, -0.653, -0.809, -0.660, 0.258, 0.240, 0.420, 0.549, 0.296, 0.255, 0.287, 0.389, -0.213, 0.182, 0.521, 0.120, 0.129, 0.357, 0.207, 0.246, 0.917, 0.159, 0.433, 0.354, 0.304, 0.232, -0.093, 0.728]}

# 2
{"formula": "C37H63ClN2O20PS", "method": "ωB97M-V/def2-TZVPD", "fmax_ev_per_a": 1.51, "e_homo_ev": -11.91, "spin_multiplicity": 1, "e_tot_ev": -115962.548, "charge": 1, "e_lumo_ha": -0.10972, "species": ["C", "C", "N", "P", "S", "C", "C", "C", "C", "C", "O", "C", "C", "C", "C", "Cl", "N", "C", "C", "O", "C", "C", "C", "C", "C", "C", "H", "H", "H", "H", "H", "H", "H", "H", "H", "H", "H", "H", "H", "H", "H", "H", "H", "H", "H", "H", "H", "H", "H", "H", "H", "H", "H", "C", "O", "C", "O", "O", "C", "H", "H", "H", "H", "H", "H", "C", "O", "C", "O", "O", "C", "H", "H", "H", "H", "H", "H", "C", "O", "C", "O", "O", "C", "H", "H", "H", "H", "H", "H", "C", "O", "C", "O", "O", "C", "H", "H", "H", "H", "H", "H", "C", "O", "C", "O", "O", "C", "H", "H", "H", "H", "H", "H", "C", "O", "C", "O", "O", "C", "H", "H", "H", "H", "H", "H"], "coordinates": [[-0.66, -2.22, -2.07], [-1.96, -1.54, -1.85], [-3.14, -1.83, -2.46], [-3.38, -3.07, -3.67], [-4.44, -2.58, -5.19], [-4.14, -0.99, -1.95], [-5.58, -0.98, -2.34], [-5.93, 0.28, -3.16], [-7.04, 0.05, -4.20], [-8.43, 0.50, -3.72], [-8.60, 0.46, -2.30], [-3.54, -0.18, -1.04], [-4.14, 0.88, -0.18], [-3.91, 2.32, -0.63], [-4.90, 3.26, 0.04], [-4.22, 4.90, 0.19], [-2.19, -0.53, -1.03], [-1.15, 0.11, -0.22], [-0.01, 0.70, -1.06], [1.11, 0.30, -0.81], [-0.18, 1.73, -2.12], [-1.36, 1.91, -2.84], [-1.45, 2.88, -3.82], [-0.35, 3.68, -4.09], [0.83, 3.49, -3.39], [0.92, 2.53, -2.41], [-0.80, -3.28, -2.27], [-0.05, -2.15, -1.17], [-0.10, -1.78, -2.89], [-3.83, -4.18, -2.94], [-2.08, -3.41, -4.04], [-5.82, -1.84, -2.96], [-6.20, -0.99, -1.44], [-6.23, 1.09, -2.50], [-5.04, 0.62, -3.71], [-7.08, -1.01, -4.48], [-6.81, 0.60, -5.11], [-8.62, 1.52, -4.05], [-9.19, -0.15, -4.16], [-8.39, -0.43, -2.00], [-3.74, 0.77, 0.83], [-5.22, 0.69, -0.12], [-4.05, 2.41, -1.71], [-2.89, 2.66, -0.41], [-5.20, 2.91, 1.03], [-5.79, 3.37, -0.58], [-0.70, -0.67, 0.39], [-1.61, 0.81, 0.47], [-2.23, 1.29, -2.67], [-2.37, 3.01, -4.37], [-0.44, 4.45, -4.85], [1.69, 4.11, -3.62], [1.84, 2.38, -1.86], [6.08, -0.99, 3.82], [5.74, -0.59, 2.48], [4.67, -1.19, 1.97], [3.98, -2.01, 2.52], [4.47, -0.70, 0.75], [3.33, -1.25, 0.07], [6.97, -0.42, 4.08], [5.27, -0.75, 4.50], [6.31, -2.06, 3.86], [2.43, -1.04, 0.63], [3.45, -2.33, -0.06], [3.29, -0.77, -0.90], [-2.16, 2.23, 6.05], [-0.81, 2.45, 5.61], [-0.50, 1.90, 4.45], [-1.24, 1.25, 3.74], [0.77, 2.19, 4.17], [1.22, 1.65, 2.94], [-2.25, 2.74, 7.00], [-2.86, 2.66, 5.33], [-2.35, 1.17, 6.18], [0.64, 2.06, 2.11], [1.17, 0.56, 2.94], [2.26, 1.96, 2.81], [-7.92, -5.37, 0.20], [-8.10, -5.84, -1.14], [-7.79, -4.96, -2.08], [-7.37, -3.84, -1.90], [-8.00, -5.52, -3.27], [-7.73, -4.66, -4.37], [-8.22, -6.19, 0.85], [-6.88, -5.11, 0.38], [-8.56, -4.50, 0.39], [-6.68, -4.35, -4.35], [-8.37, -3.79, -4.35], [-7.92, -5.23, -5.28], [5.43, -4.48, 1.90], [6.17, -5.63, 1.51], [6.57, -6.40, 2.53], [6.36, -6.18, 3.69], [7.24, -7.44, 2.03], [7.73, -8.34, 3.02], [5.18, -3.95, 0.98], [4.52, -4.76, 2.42], [6.04, -3.83, 2.53], [6.91, -8.77, 3.59], [8.43, -7.84, 3.69], [8.25, -9.13, 2.48], [1.86, 5.00, 4.27], [2.93, 5.15, 3.34], [2.86, 6.25, 2.59], [2.00, 7.08, 2.64], [3.92, 6.27, 1.78], [3.98, 7.40, 0.91], [2.04, 4.08, 4.81], [1.84, 5.83, 4.98], [0.90, 4.93, 3.75], [4.05, 8.32, 1.49], [3.11, 7.44, 0.26], [4.89, 7.28, 0.32], [6.96, 1.93, 1.24], [8.03, 1.21, 0.62], [9.10, 1.95, 0.32], [9.21, 3.13, 0.51], [10.01, 1.16, -0.24], [11.22, 1.83, -0.62], [6.18, 1.22, 1.43], [7.29, 2.38, 2.18], [6.60, 2.72, 0.57], [11.70, 2.27, 0.25], [11.01, 2.60, -1.36], [11.86, 1.07, -1.06]], "mulliken_charge": [-1.915, 0.958, 0.349, 0.146, -0.238, 0.013, -0.186, 0.299, -0.811, -0.618, -0.537, 0.062, -1.524, -0.298, -0.545, -0.196, 0.262, -0.984, 0.044, -0.391, 0.528, 0.271, -1.021, -0.510, -0.705, -0.714, 0.719, 0.286, 0.332, 0.103, 0.095, -0.196, 0.401, 0.084, 0.218, 0.104, 0.392, 0.350, 0.376, 0.320, 0.653, 0.586, 0.272, 0.436, 0.382, 0.299, 0.148, 0.647, 0.435, 0.455, 0.426, 0.431, 0.534, -0.652, -0.146, 0.626, -0.533, -0.218, -0.487, 0.227, 0.316, 0.213, 0.154, 0.234, 0.311, -0.655, -0.342, 0.737, -0.542, -0.198, -0.771, 0.231, 0.295, 0.303, 0.260, 0.370, 0.313, -0.614, -0.342, 0.775, -0.541, -0.332, -0.312, 0.225, 0.273, 0.286, 0.009, 0.242, 0.279, -0.423, -0.329, 0.736, -0.542, -0.331, -0.628, 0.210, 0.331, 0.092, 0.293, 0.298, 0.218, -0.664, -0.288, 0.742, -0.551, -0.273, -0.654, 0.170, 0.443, 0.258, 0.302, 0.293, 0.216, -0.275, -0.136, 0.707, -0.538, -0.344, -0.640, -0.142, 0.281, 0.343, 0.293, 0.293, 0.221]}

# 3
{"formula": "C4H6N2S", "method": "ωB97M-V/def2-TZVPD", "fmax_ev_per_a": 5.64, "smiles": "S=C1N[C@H]2C[C@H]2N1", "e_homo_ev": -8.03, "spin_multiplicity": 1, "e_tot_ev": -18058.271, "charge": 0, "e_lumo_ha": 0.02570, "species": ["S", "C", "N", "C", "C", "C", "N", "H", "H", "H", "H", "H", "H"], "coordinates": [[-2.27, 0.00, 0.09], [-0.67, 0.02, 0.09], [0.13, 1.09, -0.05], [1.47, 0.66, -0.38], [2.25, 0.07, 0.68], [1.46, -0.77, -0.46], [0.05, -1.04, -0.09], [-0.18, 2.17, -0.34], [1.80, 1.33, -1.24], [1.77, -0.15, 1.66], [3.27, -0.02, 0.90], [1.86, -1.59, -1.02], [-0.44, -1.86, 0.09]], "mulliken_charge": [-0.471, 0.099, -0.277, 0.104, -0.821, -0.297, -0.140, 0.337, 0.343, 0.226, 0.336, 0.427, 0.134]}

# 4
{"formula": "C34H40MgN4", "method": "ωB97M-V/def2-TZVPD", "fmax_ev_per_a": 8.09, "e_homo_ev": [2.02, 2.02], "spin_multiplicity": 1, "e_tot_ev": -47303.318, "charge": -2, "e_lumo_ha": [0.15175, 0.15174], "species": ["Mg", "N", "N", "C", "C", "C", "C", "H", "H", "H", "C", "C", "H", "H", "H", "C", "C", "H", "H", "H", "C", "H", "H", "H", "C", "H", "H", "H", "C", "H", "C", "H", "C", "H", "C", "H", "C", "C", "H", "C", "C", "H", "C", "H", "N", "C", "C", "C", "H", "C", "C", "H", "H", "H", "C", "H", "C", "C", "H", "H", "H", "C", "H", "H", "H", "C", "C", "C", "C", "N", "C", "C", "H", "H", "H", "H", "H", "H", "H"], "coordinates": [[-0.39, -0.04, 0.21], [-3.21, 0.74, 4.57], [-2.27, 2.03, -1.59], [0.85, -2.18, -0.03], [-0.48, -2.50, 0.37], [-0.51, -2.51, 1.82], [-1.61, -2.82, 2.65], [-2.52, -3.14, 2.16], [-2.35, -1.49, 3.35], [-1.43, -3.00, 3.68], [0.77, -1.99, 2.27], [1.11, -1.69, 3.68], [1.37, -2.62, 4.22], [0.28, -1.22, 4.23], [1.97, -1.02, 3.75], [1.62, -1.91, 1.15], [3.08, -1.67, 1.21], [3.33, -0.92, 1.97], [3.48, -1.35, 0.25], [3.60, -2.60, 1.50], [-1.58, -3.02, -0.49], [-1.54, -4.11, -0.60], [-1.53, -2.59, -1.50], [-2.57, -2.77, -0.08], [1.39, -2.36, -1.41], [2.22, -1.67, -1.59], [0.62, -2.16, -2.16], [1.76, -3.38, -1.58], [-3.09, 1.88, 5.21], [-3.21, 1.81, 6.32], [-2.81, 3.12, 4.56], [-2.85, 4.05, 5.17], [-2.51, 3.15, 3.19], [-2.47, 4.08, 2.63], [-2.32, 1.96, 2.51], [-2.11, 1.80, 1.48], [-2.61, 0.81, 3.29], [-2.39, -0.46, 2.74], [-2.55, -0.49, 1.67], [-1.18, 1.20, -1.73], [-3.28, 1.30, -2.05], [-4.31, 1.11, -1.74], [-2.75, 0.81, -3.23], [-3.29, 0.75, -4.16], [-1.36, 0.70, -3.01], [-0.43, 0.14, -3.89], [-0.84, -0.87, -4.78], [0.12, -1.39, -5.62], [-0.22, -2.13, -6.35], [1.46, -1.02, -5.56], [2.41, -1.57, -6.55], [3.41, -1.68, -6.12], [2.51, -0.93, -7.43], [2.08, -2.54, -6.91], [1.84, -0.11, -4.57], [2.91, 0.14, -4.50], [0.95, 0.49, -3.72], [1.35, 1.47, -2.66], [0.76, 2.39, -2.70], [2.41, 1.73, -2.81], [1.26, 1.07, -1.63], [-2.22, -1.43, -4.71], [-3.01, -0.68, -4.76], [-2.38, -2.04, -3.80], [-2.40, -2.04, -5.60], [2.84, 4.18, 3.84], [2.22, 3.05, 3.09], [1.17, 2.33, 3.67], [0.56, 1.33, 2.93], [0.87, 1.08, 1.63], [2.00, 1.64, 1.14], [2.65, 2.66, 1.82], [2.10, 4.97, 4.04], [3.22, 3.84, 4.82], [3.66, 4.61, 3.27], [0.79, 2.56, 4.67], [-0.24, 0.74, 3.38], [2.36, 1.26, 0.18], [3.49, 3.17, 1.34]], "mulliken_charge": [1.186, -0.773, -0.641, -0.116, 0.342, 0.450, -1.858, 0.051, -0.221, 0.815, 0.296, -1.913, 0.391, 0.370, 0.375, 0.971, -1.700, 0.343, 0.309, 0.330, -0.607, 0.348, -0.372, 0.327, -1.070, 0.259, 0.051, 0.259, -0.252, 0.343, -0.525, 0.220, -0.627, 0.427, -0.477, 0.711, 0.295, 0.293, 0.341, -0.592, -0.858, 0.310, -0.278, 0.516, 0.365, 0.245, 1.099, -0.986, 0.299, 0.725, -1.583, 0.384, 0.283, 0.364, -0.885, 0.235, 1.334, -1.839, 0.359, 0.417, 0.261, -1.399, 0.214, 0.094, 0.422, -1.494, 1.360, -1.361, -0.672, -0.052, -0.243, -0.988, 0.304, 0.329, 0.352, 0.370, 1.106, 0.244, 0.289]}